1 | Computed, not measured: a 2-piece molecular cluster, C3H6NOS2 overall, with ωB97M-V with the def2-TZVPD basis set.

Each line ends with the Mulliken charge.
Element x y z (Å)
H: 0.616 -1.234 -0.983  0.319
C: 0.399 -0.406 -0.213  -0.174
C: -1.851 -0.402 -0.101  -0.022
C: 0.976 -0.450 1.155  -1.030
H: 0.022 0.690 -1.856  0.319
S: -2.382 0.908 0.771  -0.391
H: 1.752 -1.231 1.168  0.259
S: -2.613 -1.601 -0.948  -0.380
H: -0.444 1.289 -0.370  0.173
H: 1.481 0.510 1.263  0.338
O: 1.503 1.571 -0.868  -0.813
H: 0.148 -0.540 1.884  0.264
N: 0.393 0.896 -0.902  0.138

Kohn-Sham gap, eV: 7.076
LUMO, hartree: 0.12880
Net charge: -1
E_HOMO, eV: -3.6
2S+1: 1

2 | Computed, not measured: a 2-piece molecular cluster, C3H6NOS2 overall, with ωB97M-V with the def2-TZVPD basis set.

Each line ends with the Mulliken charge.
Element x y z (Å)
H: 2.341 0.430 1.395  0.259
H: -2.749 0.048 -1.231  0.275
O: 0.755 1.637 1.086  -0.412
H: 2.401 -1.785 0.848  0.181
N: 1.670 0.636 0.584  -0.208
C: 1.028 -0.419 0.077  0.233
H: -0.142 1.492 0.801  0.236
H: 1.206 -2.565 -0.381  0.210
C: -2.651 0.738 -0.378  -0.343
S: -3.095 0.154 1.100  -0.389
S: -1.977 2.233 -0.886  -0.432
C: 1.544 -1.649 0.199  -0.894
H: 0.150 -0.124 -0.474  0.284

Kohn-Sham gap, eV: 7.550
LUMO, hartree: 0.13362
Net charge: -1
E_HOMO, eV: -3.9
2S+1: 1

What should be chosen as the most stable of them? Choose 2.

1 | Computed, not measured: a 9-piece molecular cluster, C5H28N2O9 overall, with ωB97M-V with the def2-TZVPD basis set.

Each line ends with the Mulliken charge.
Element x y z (Å)
H: 0.941 -1.261 3.098  0.453
H: 0.617 2.783 -3.270  0.315
H: 1.389 1.583 -3.557  0.305
H: -2.525 -0.893 -3.372  0.372
H: -3.904 0.266 -2.253  0.349
H: -1.646 2.903 -1.338  0.278
H: -2.926 2.440 1.807  0.271
O: -1.802 -1.510 -3.552  -0.641
N: 3.051 -1.320 0.822  0.028
H: 1.981 -0.307 3.420  0.305
O: 0.580 2.011 -3.856  -0.619
H: -2.952 2.274 -1.458  0.376
O: -2.990 0.524 -2.063  -0.823
C: -1.613 -0.743 1.603  -0.933
H: 1.299 -0.122 -0.938  0.321
H: -0.604 0.573 0.308  0.155
H: -0.267 -2.352 0.172  0.358
C: 3.430 -0.011 0.794  -0.026
H: 3.017 -2.178 -1.180  0.308
C: 2.378 -1.957 -0.289  -0.947
O: 1.706 -1.206 3.694  -0.717
H: 0.973 -1.591 -1.874  0.318
H: -3.449 -2.771 -0.956  0.288
O: -2.105 1.965 1.873  -0.589
H: 2.177 -3.028 -0.126  0.420
H: 3.100 -1.771 1.724  0.376
C: 1.197 -1.223 -0.871  -0.680
H: -2.183 0.045 2.147  0.406
H: 2.289 2.210 2.333  0.318
H: -1.365 -1.500 2.376  0.410
H: -2.829 -0.270 -1.485  0.552
H: 0.499 -0.212 1.536  -0.617
O: 3.498 0.627 1.828  -0.628
H: -1.795 1.861 0.972  0.382
H: -2.130 -1.831 -1.129  0.244
O: -3.078 -1.885 -0.913  -0.729
H: -2.178 -1.354 0.905  0.241
H: 0.979 2.656 2.810  0.303
C: -0.366 -0.327 0.901  0.253
O: 1.410 2.431 1.962  -0.596
N: -0.014 -1.407 -0.078  -0.162
H: -1.018 -0.978 -3.763  0.316
H: 3.557 0.498 -0.174  0.348
O: -2.525 2.983 -0.940  -0.661

Kohn-Sham gap, eV: 8.992
LUMO, hartree: 0.00545
Net charge: 0
SMILES string: CCNCCNC=O.O.O.O.O.O.O.O.O
E_HOMO, eV: -8.8
2S+1: 1

2 | Computed, not measured: a 9-piece molecular cluster, C5H28N2O9 overall, with ωB97M-V with the def2-TZVPD basis set.

Each line ends with the Mulliken charge.
Element x y z (Å)
O: -1.618 -2.375 -0.629  -0.692
H: 1.469 3.127 -4.177  0.338
C: 0.295 1.462 -0.940  0.691
H: 1.124 1.903 -4.970  0.339
H: -2.291 -2.030 2.432  0.279
C: -0.452 2.993 0.786  -0.976
O: 2.583 -0.383 2.152  -0.616
H: 0.212 2.473 -2.733  0.114
H: 1.420 3.250 -0.399  0.358
H: -2.054 -1.446 0.961  0.400
H: 0.772 -2.630 2.756  0.347
C: 1.523 0.645 -1.416  -0.535
H: -0.291 -3.264 0.310  0.406
H: 1.521 -3.693 1.454  0.461
O: 0.705 2.724 -4.639  -0.687
H: -1.153 2.636 -1.783  0.234
H: 2.369 1.264 -1.630  0.411
O: 1.940 -3.870 2.328  -0.702
H: 1.770 -0.026 -0.562  0.219
H: -0.413 0.778 -0.334  -0.308
H: 3.310 -0.519 2.760  0.270
H: -1.328 0.386 -2.494  0.394
H: 1.482 2.008 0.827  0.335
N: -2.219 2.520 2.416  -0.453
N: -0.377 2.019 -2.063  -0.443
H: 0.281 -0.509 -2.513  0.375
H: -1.311 -1.619 -1.138  0.516
H: -0.934 3.852 0.323  0.328
O: -2.637 -1.500 1.726  -0.664
C: 0.820 2.459 0.102  -0.758
H: -0.548 1.312 2.141  0.197
H: 1.887 -4.768 2.643  0.263
C: -1.091 2.211 1.690  0.346
H: 1.943 -1.060 2.460  0.395
H: 0.659 -4.084 -0.674  0.309
O: 1.212 -0.229 -2.480  -0.595
H: -2.799 3.260 2.031  0.186
H: -2.638 1.892 3.067  0.212
H: -2.067 -0.321 -3.460  0.303
O: 0.334 -1.800 3.043  -0.653
H: 0.340 -1.815 3.996  0.283
O: 0.370 -4.024 0.264  -0.704
O: -1.683 -0.527 -2.609  -0.774
H: -2.437 -2.681 -1.022  0.251

Kohn-Sham gap, eV: 7.928
LUMO, hartree: 0.01518
Net charge: 0
SMILES string: N/C=C/C[C@@H](N)CO.O.O.O.O.O.O.O.O
E_HOMO, eV: -7.5
2S+1: 1

What should be chosen as the most stable of them? Choose 2.

1 | Computed, not measured: a 2-piece molecular cluster, H3NO3PS overall, with ωB97M-V with the def2-TZVPD basis set.

Each line ends with the Mulliken charge.
Element x y z (Å)
P: 0.952 0.322 -0.351  0.272
H: 0.405 2.478 -0.587  0.258
H: 1.134 0.050 3.164  0.212
O: -0.909 -2.001 -0.028  -0.550
H: 1.068 0.407 2.508  -0.235
S: -1.024 -1.745 -1.460  0.594
N: 0.942 1.870 0.031  -0.657
O: -0.252 0.051 -1.322  -0.414
O: -2.315 -1.433 -1.954  -0.480

Kohn-Sham gap, eV: 8.872
LUMO, hartree: 0.14238
Net charge: -1
E_HOMO, eV: -5.0
2S+1: 1

2 | Computed, not measured: an isolated ion of composition H3NO3PS and charge -1, with ωB97M-V with the def2-TZVPD basis set.

Each line ends with the Mulliken charge.
Element x y z (Å)
O: -0.462 3.091 -0.957  -0.588
P: 0.188 0.625 1.427  0.055
H: 0.963 -1.287 0.679  0.193
H: -1.217 0.762 1.240  0.030
S: 0.265 1.860 -0.682  0.827
O: 1.718 1.883 -0.911  -0.561
H: -1.409 1.199 -2.400  0.268
O: -0.647 0.698 -2.026  -0.682
N: 0.088 -0.862 1.016  -0.543

Kohn-Sham gap, eV: 8.076
LUMO, hartree: 0.14830
Net charge: -1
E_HOMO, eV: -4.0
2S+1: 1

What should be chosen as the most stable of them? Choose 1.

1 | Computed, not measured: a 3-piece molecular cluster, C3H13NO2 overall, with ωB97M-V with the def2-TZVPD basis set.

Each line ends with the Mulliken charge.
Element x y z (Å)
H: -2.250 1.724 1.054  0.350
H: 2.364 -3.183 -0.230  0.325
H: 0.316 0.795 2.395  0.428
C: 1.162 -1.576 0.977  -0.361
O: -2.464 2.129 0.185  -0.659
C: 0.350 0.866 1.362  -1.076
H: -2.511 3.117 0.384  0.327
H: 1.421 -2.062 -1.165  0.218
H: 0.766 1.903 1.118  0.315
H: 0.180 -1.652 0.999  0.452
H: 2.794 -1.391 -0.057  0.324
O: -2.482 0.638 -3.718  -0.640
H: -2.375 0.418 -2.758  0.325
H: -0.475 0.842 0.748  0.356
N: 1.346 -0.041 0.870  -0.460
C: 1.968 -2.134 -0.159  -1.006
H: 1.612 -1.932 1.850  0.236
H: 1.353 0.173 -0.138  0.237
H: -3.077 1.366 -3.718  0.311

Kohn-Sham gap, eV: 9.236
LUMO, hartree: 0.01984
Net charge: 0
SMILES string: CCNC.O.O
E_HOMO, eV: -8.7
2S+1: 1

2 | Computed, not measured: a 3-piece molecular cluster, C3H13NO2 overall, with ωB97M-V with the def2-TZVPD basis set.

Each line ends with the Mulliken charge.
Element x y z (Å)
C: -0.614 -1.376 -1.489  -1.203
H: 1.510 -0.147 2.477  0.310
H: 0.317 -1.730 -1.927  0.307
H: 1.807 -1.603 0.333  0.333
H: -0.202 2.215 0.278  0.281
O: 0.715 0.355 2.268  -0.624
H: -1.788 2.426 -0.454  0.311
H: 1.026 1.149 1.816  0.305
H: -1.660 2.038 1.284  0.328
C: -1.245 1.852 0.295  -0.935
C: -0.588 0.132 -1.247  -0.202
H: -1.394 -1.640 -2.198  0.336
H: -1.101 0.633 -2.073  0.310
O: 2.465 -1.755 1.028  -0.652
H: 0.456 0.488 -1.154  0.272
H: 3.296 -1.508 0.611  0.315
N: -1.346 0.430 -0.024  -0.466
H: -0.875 -0.060 0.729  0.334
H: -0.779 -1.900 -0.554  0.342

Kohn-Sham gap, eV: 9.440
LUMO, hartree: 0.02033
Net charge: 0
SMILES string: CCNC.O.O
E_HOMO, eV: -8.9
2S+1: 1

3 | Computed, not measured: a 3-piece molecular cluster, C3H13NO2 overall, with ωB97M-V with the def2-TZVPD basis set.

Each line ends with the Mulliken charge.
Element x y z (Å)
H: -0.155 2.577 -1.355  0.305
C: -1.541 -0.715 0.273  -0.184
H: -0.638 -0.357 -1.665  0.346
O: 2.930 -0.305 -0.069  -0.616
N: -0.260 -1.273 0.643  -0.373
H: -2.151 -1.162 -1.799  0.271
C: -1.633 -0.390 -1.223  -1.052
H: 2.836 0.344 0.632  0.315
H: 0.032 -1.646 2.711  0.255
H: 0.445 -1.077 -0.061  0.303
H: -2.135 0.562 -1.393  0.246
H: -2.358 -1.399 0.548  0.259
H: -1.746 0.189 0.857  0.243
H: 0.856 3.538 -1.884  0.308
H: -0.179 0.055 2.283  0.277
C: 0.250 -0.893 1.946  -0.840
O: 0.801 2.651 -1.499  -0.610
H: 3.314 0.120 -0.840  0.296
H: 1.330 -0.819 1.895  0.253

Kohn-Sham gap, eV: 8.870
LUMO, hartree: 0.02125
Net charge: 0
SMILES string: CCNC.O.O
E_HOMO, eV: -8.3
2S+1: 1

4 | Computed, not measured: a 3-piece molecular cluster, C3H13NO2 overall, with ωB97M-V with the def2-TZVPD basis set.

Each line ends with the Mulliken charge.
Element x y z (Å)
H: 1.049 0.268 -3.236  0.295
C: 0.209 -0.986 1.035  -0.560
C: 0.601 1.466 1.435  -1.278
H: -0.142 0.840 -2.531  0.300
H: -0.065 1.783 0.623  0.275
H: 1.319 2.287 1.537  0.344
H: -0.406 -0.756 0.178  0.270
N: 0.788 -2.337 0.859  -0.687
H: 1.925 0.133 0.429  0.297
H: -0.479 -1.003 1.879  0.377
O: 0.780 0.607 -2.365  -0.593
H: -4.086 0.753 -1.608  0.298
C: 1.243 0.104 1.272  -0.210
H: 1.773 -0.140 2.193  0.287
O: -3.136 0.776 -1.445  -0.605
H: 1.093 -2.625 1.792  0.265
H: -0.033 1.520 2.332  0.346
H: -2.873 1.640 -1.786  0.316
H: 1.661 -2.217 0.337  0.261

Kohn-Sham gap, eV: 9.534
LUMO, hartree: 0.01753
Net charge: 0
SMILES string: CCCN.O.O
E_HOMO, eV: -9.1
2S+1: 1

What should be chosen as the most stable of them? Choose 4.

1 | Computed, not measured: a 3-piece molecular cluster, C3H12NO3 overall, with ωB97M-V with the def2-TZVPD basis set.

Each line ends with the Mulliken charge.
Element x y z (Å)
H: 1.380 -0.957 0.608  0.284
C: 0.968 1.235 0.356  0.349
H: -1.800 -3.132 -1.154  0.257
N: 0.831 1.139 -1.111  -0.876
C: 2.433 1.428 0.724  -1.464
H: -2.212 0.195 0.571  0.353
H: 0.514 -0.064 2.008  0.119
H: 2.886 0.472 0.528  0.289
H: -2.339 0.605 -0.992  0.255
H: 0.280 0.164 -1.255  0.296
H: 0.125 1.813 -1.388  0.291
H: 2.798 1.861 1.614  0.366
O: -2.661 0.723 -0.141  -0.641
C: 0.531 -0.247 0.895  -0.546
H: 2.831 2.160 0.031  0.353
H: 0.379 2.066 0.629  0.441
O: -1.003 -3.254 -0.655  -0.695
O: -0.519 -0.624 0.173  -0.859
H: -0.787 -2.414 -0.283  0.428

Kohn-Sham gap, eV: 7.831
LUMO, hartree: 0.15200
Net charge: -1
E_HOMO, eV: -3.7
2S+1: 1

2 | Computed, not measured: C3H12NO3 as an isolated structure, with ωB97M-V with the def2-TZVPD basis set.

Each line ends with the Mulliken charge.
Element x y z (Å)
H: 1.468 1.134 0.033  0.419
H: -1.492 -1.474 2.142  0.319
C: -1.095 -1.109 1.140  -0.875
H: -1.636 0.866 0.966  0.350
H: 1.906 -2.026 -0.084  0.265
H: -1.419 -1.974 0.660  0.439
H: 2.648 -0.775 -0.262  0.444
H: -2.502 0.271 -1.447  0.322
H: -0.059 -0.886 1.251  0.197
H: 0.037 1.332 -1.707  0.402
C: -1.627 0.085 -0.811  -0.604
H: -1.130 -0.599 -1.351  0.322
O: 2.732 -1.736 -0.376  -0.704
O: 0.314 1.458 0.168  -0.729
N: -2.006 -0.012 0.610  -0.545
O: 2.717 0.863 0.036  -0.987
H: 2.896 0.652 0.945  0.246
C: -0.568 1.478 -0.857  -0.448
H: -1.183 2.452 -1.054  0.163

Kohn-Sham gap, eV: 8.459
LUMO, hartree: 0.14877
Net charge: -1
E_HOMO, eV: -4.4
2S+1: 1

3 | Computed, not measured: C3H12NO3 as an isolated structure, with ωB97M-V with the def2-TZVPD basis set.

Each line ends with the Mulliken charge.
Element x y z (Å)
H: -0.236 2.178 -0.189  0.323
H: -0.337 -1.873 -0.411  0.303
O: -3.235 -1.180 -2.484  -0.716
C: 0.324 2.480 0.654  -0.834
H: 0.466 0.275 -0.552  0.090
C: 1.435 0.359 0.124  -0.139
C: 1.298 -0.999 0.908  -0.529
H: -2.572 -1.408 -1.706  0.470
H: 1.699 1.442 1.865  0.227
O: 0.788 -2.000 0.148  -0.696
O: -1.428 -1.824 -0.824  -0.871
H: 0.714 3.503 0.485  0.265
N: 1.429 1.562 0.906  -0.263
H: -3.556 -2.069 -2.758  0.261
H: -1.940 -1.276 -0.220  0.240
H: -0.188 2.854 1.535  0.273
H: 2.299 0.265 -0.505  0.180
H: 2.353 -1.454 1.176  0.179
H: 0.686 -0.836 1.848  0.238

Kohn-Sham gap, eV: 7.814
LUMO, hartree: 0.14017
Net charge: -1
E_HOMO, eV: -4.0
2S+1: 1

What should be chosen as the most stable of them? Choose 1.